[1]
A molecular structure, C51H45Br2MgN2O7P2SSi at a distorted geometry. Source: the Open Molecules 2025 dataset; level of theory: ωB97M-V/def2-TZVPD.

Last column: Mulliken charge in e.
Geometry (Å):
Br  1.7001  4.4581  -5.2013  -0.299
Br  0.9818  4.2794  0.4011  -0.228
S  0.7253  -2.6273  1.9991  -0.274
P  -3.3402  0.3362  0.8973  0.770
P  -1.3214  0.4113  3.1312  0.532
Si  3.7763  -3.9994  2.5856  0.286
Mg  -0.0380  -0.3837  0.1134  2.812
O  -4.9502  0.8176  -4.9815  -0.534
O  -1.8758  -3.4935  -1.5724  -0.836
O  0.4698  1.3924  -0.1770  -0.027
O  -3.0879  1.8384  -4.0894  -0.531
O  -0.3878  0.1687  2.0320  -0.302
O  -2.2373  0.6839  0.0011  -0.869
O  -0.9462  -1.6329  -0.8061  0.228
N  1.8851  -1.0016  0.3509  -0.075
N  0.8389  -0.0123  -2.4760  0.513
C  -2.3112  -0.1229  -2.7753  0.699
C  -2.7221  -2.3022  1.3487  0.788
C  -6.3986  1.6514  -1.4018  -0.731
C  0.7696  2.0000  -1.2359  -0.469
C  0.1764  4.0087  5.5405  -0.437
C  -5.2040  -3.3048  0.6426  -0.882
C  -2.6552  -2.7991  5.3527  -0.705
C  2.4029  -4.8870  3.5548  -0.880
C  -0.4143  -2.2543  6.0198  -0.608
C  1.1338  -0.0719  -4.8290  -0.920
C  0.9182  1.3230  -2.5066  0.273
C  -3.7427  -1.4328  0.9886  1.452
C  -1.7383  -2.2744  -1.5419  -0.163
C  -3.7410  -2.0593  -3.0212  -0.906
C  4.4348  -1.9376  0.8062  0.069
C  -2.6216  -1.4495  -2.4771  0.672
C  1.0291  3.3789  -1.2715  0.237
C  -4.6060  -1.3804  -3.8715  -1.268
C  0.8640  3.5602  4.4244  -0.869
C  -5.6763  1.9524  1.2614  -0.708
C  -4.8849  1.1887  0.4157  0.175
C  1.1701  2.0455  -3.7044  0.663
C  -1.5051  -0.9772  4.3007  0.719
C  -1.4533  2.2707  5.2603  -0.594
C  0.3919  2.4646  3.7241  -0.413
C  -4.2826  -0.0782  -4.1690  0.947
C  5.0878  -3.3991  3.8583  -1.152
C  -0.9816  3.3677  5.9581  -0.687
C  0.9556  -0.7068  -3.5793  0.531
C  1.3501  3.4358  -3.6240  0.131
C  -4.1756  -4.1715  0.9836  -0.754
C  4.6720  -5.3056  1.4974  -1.189
C  1.2456  1.2869  -4.8890  -1.270
C  -3.0128  0.9371  2.6093  -1.552
C  4.2236  -0.8680  -0.0626  -1.689
C  -3.1551  0.5381  -3.6299  0.340
C  -6.8229  2.5613  0.7784  -0.726
C  2.9246  -0.4541  -0.2554  0.066
C  -4.9928  -1.9355  0.6471  -0.561
C  2.0750  -2.0191  1.2192  0.025
C  -0.7619  1.8183  4.1425  0.567
C  -4.1557  1.9836  -4.9889  -0.398
C  -0.3866  -1.2382  5.0846  -0.487
C  0.8922  -2.1969  -3.5185  -1.725
C  -7.1810  2.4176  -0.5515  -0.678
C  -2.6444  -1.7551  4.4444  -0.243
C  -1.5481  -3.0412  6.1474  -0.645
C  -5.2580  1.0403  -0.9149  -0.225
C  -2.9390  -3.6681  1.3540  -0.983
C  1.3130  4.0944  -2.4208  -0.452
C  3.3817  -2.5348  1.4603  0.430
H  1.7577  4.0653  4.0900  0.481
H  1.1814  -0.6672  -5.7301  0.501
H  -5.7976  -1.2613  0.3828  0.462
H  0.8945  2.0972  2.8408  0.515
H  -1.5620  -3.8575  6.8542  0.383
H  -3.7808  0.6663  3.3309  0.877
H  1.4052  1.7864  -5.8344  0.341
H  4.0263  -5.6584  0.6990  0.329
H  2.7084  0.3566  -0.9343  0.198
H  -4.3362  -5.2408  0.9501  0.402
H  1.6482  -5.2737  2.8794  0.278
H  4.9815  -6.1677  2.0823  0.317
H  0.4474  -2.4415  6.6442  0.437
H  -4.7653  2.8545  -4.6954  0.277
H  5.9734  -3.0212  3.3559  0.337
H  0.5430  4.8648  6.0881  0.382
H  -1.5146  3.7294  6.8278  0.407
H  -5.4782  -1.8507  -4.2929  0.460
H  -5.4019  2.0877  2.2971  0.359
H  -3.9204  -3.0901  -2.7585  0.602
H  -6.6767  1.5267  -2.4389  0.526
H  1.7147  -2.6330  -4.0845  0.601
H  5.5626  -4.8857  1.0383  0.332
H  0.5022  -0.6404  4.9349  0.343
H  4.6992  -2.6010  4.4836  0.298
H  5.4399  -2.3036  0.9671  0.265
H  0.9336  -2.5311  -2.4874  0.098
H  -8.0662  2.9099  -0.9276  0.387
H  1.8967  -4.2047  4.2291  0.167
H  -7.4412  3.1504  1.4434  0.410
H  5.0434  -0.3854  -0.5735  0.436
H  -2.3521  1.7575  5.5771  0.366
H  -3.5187  -1.5718  3.8367  0.200
H  -3.5275  -3.4322  5.4301  0.440
H  -1.4611  0.3493  -2.3222  -0.533
H  5.4030  -4.2099  4.5091  0.325
H  -6.1744  -3.6929  0.3558  0.364
H  2.8097  -5.7140  4.1331  0.388
H  -2.9610  2.0282  2.5211  0.772
H  -3.7654  2.1497  -6.0112  0.270
H  -4.6296  0.4438  -1.5582  0.159
H  -0.0444  -2.5410  -3.9580  0.257
H  -1.7443  -1.9114  1.5874  -1.208
H  -2.1269  -4.3210  1.6351  0.547
H  1.4930  5.1575  -2.3688  0.461

Properties
Net charge   -1
ΔE to the lowest compared entry with this formula, charge and spin   22.52 kcal/mol
Total energy   -9325.5626 Eh


[2]
A molecular structure, C51H45F3GeN8O2PS4Tl at a distorted geometry. Source: the Open Molecules 2025 dataset; level of theory: ωB97M-V/def2-TZVPD.

Last column: Mulliken charge in e.
Geometry (Å):
Tl  -0.3655  -0.7190  -0.0757  1.405
Ge  -0.3465  5.0130  0.2239  1.835
S  -1.7969  -3.3699  0.1481  -0.409
S  0.9324  -0.3817  2.4691  -0.314
S  -1.7893  0.6173  1.9277  -0.429
S  -4.0791  -5.3739  1.8091  -0.585
P  -3.0295  -4.9208  0.2098  0.723
F  6.2111  -5.2553  4.6244  -0.271
F  6.4425  -6.6469  3.0133  -0.278
F  4.9607  -6.9980  4.5260  -0.295
O  -2.4638  1.1983  -1.6726  -0.347
O  -0.5443  2.0155  -0.7988  0.465
N  1.8361  -0.8828  -3.3801  -0.003
N  0.9075  -0.1513  6.2463  -0.730
N  -2.9327  1.3451  5.3953  -0.733
N  1.4948  0.3693  -1.4565  -0.096
N  1.2152  -3.0580  -3.9280  -0.592
N  2.7006  1.2448  -3.3223  0.070
N  -0.0999  -1.7193  -2.4850  -0.136
N  -2.9295  -1.0237  -1.9489  -0.286
C  0.1189  -7.4639  -0.4938  -0.583
C  -0.6398  -6.3174  -0.3356  -0.082
C  0.6651  3.7908  1.3985  0.407
C  -1.3806  6.4404  2.5750  -0.327
C  2.2608  1.6203  -4.6518  -1.055
C  3.1577  2.3852  -2.5586  -1.172
C  -2.0161  -6.4090  -0.1943  0.145
C  -2.3058  7.1003  3.3636  -0.840
C  -3.0246  6.1374  0.8817  -0.569
C  0.9631  6.4348  -0.3311  -0.048
C  1.9174  3.3395  1.0101  -0.782
C  -4.4780  -4.7542  -3.6260  -0.628
C  5.4958  -6.0241  3.7723  0.847
C  -6.3775  -4.8151  -2.1608  -0.500
C  0.1960  3.4890  2.6692  0.080
C  4.1180  -3.4746  1.3997  -0.540
C  2.2916  -4.8737  2.1470  -0.603
C  4.5151  -5.2595  2.9515  0.503
C  -3.9620  6.7830  1.6691  -0.733
C  -4.1554  -4.8832  -1.2514  0.078
C  1.8454  -3.0289  0.6358  0.654
C  -2.1590  -0.1978  -1.4337  -0.183
C  -1.8702  -8.7996  -0.3604  -0.614
C  0.9874  2.7753  3.5508  -1.052
C  2.7074  7.1932  -1.8332  -0.759
C  -2.2242  3.5162  -1.5930  -0.594
C  4.9883  -4.1959  2.1844  -0.958
C  -1.6409  2.1491  -1.2912  0.286
C  3.1634  -5.5944  2.9326  -0.884
C  2.8138  8.3839  -1.1358  -0.391
C  -1.1559  4.5905  -1.5776  -1.305
C  -0.8015  0.3419  4.4198  -0.070
C  -3.6045  7.2704  2.9135  -0.479
C  2.7566  -3.8029  1.3743  0.102
C  -0.4941  -8.7063  -0.5048  -0.391
C  2.6808  2.5701  1.8673  -0.257
C  1.7979  6.2343  -1.4247  0.143
C  1.0423  -2.3118  0.0746  -1.103
C  1.0865  7.6378  0.3526  -0.233
C  -0.5709  0.1733  3.0578  1.084
C  -5.5296  -4.8749  -1.0692  -0.361
C  -1.9940  0.8685  4.9217  0.015
C  0.1541  0.0505  5.3951  0.052
C  -1.7198  5.9505  1.3176  0.196
C  -2.6285  -7.6553  -0.2054  -0.565
C  1.9366  0.2792  -2.6366  0.129
C  -3.6314  -4.8137  -2.5350  -0.195
C  0.9224  -1.9106  -3.1860  0.390
C  -5.8526  -4.7559  -3.4410  -0.373
C  1.9993  8.6022  -0.0378  -0.732
C  2.2196  2.2940  3.1439  -0.895
H  4.4706  -2.6361  0.8165  0.473
H  1.4716  2.3854  -4.6118  0.247
H  2.8121  1.6937  3.8172  0.282
H  1.7298  5.3083  -1.9809  -0.187
H  -2.9793  3.6986  -0.8255  0.125
H  -0.7946  3.7998  2.9714  0.749
H  -6.5157  -4.7064  -4.2972  0.348
H  3.1089  2.0296  -5.2077  0.345
H  0.0996  -9.6056  -0.6165  0.345
H  1.2380  -5.1080  2.1303  0.775
H  -3.6993  -7.7140  -0.0634  0.323
H  2.8052  -6.4102  3.5418  0.438
H  3.5297  2.0496  -1.5934  0.358
H  3.5243  9.1370  -1.4518  0.356
H  -2.5576  -4.7982  -2.6647  0.211
H  -3.7265  -0.6541  -2.4761  0.209
H  -0.1806  -5.3372  -0.3066  0.232
H  0.6348  2.5688  4.5501  0.577
H  2.0798  9.5305  0.5133  0.385
H  2.1898  -3.2233  -4.1363  0.207
H  -2.0199  7.4742  4.3382  0.380
H  -2.3488  -9.7714  -0.3534  0.354
H  1.5843  1.2703  -1.0029  -0.242
H  -3.3234  5.7680  -0.0897  0.161
H  -0.3545  4.3140  -2.2649  0.427
H  2.5574  -1.0286  -4.0695  0.346
H  3.6364  2.1805  1.5389  0.365
H  2.3719  3.1367  -2.4018  0.419
H  3.3354  7.0150  -2.6981  0.399
H  -4.9786  6.9010  1.3157  0.389
H  -5.9183  -4.9257  -0.0606  0.310
H  0.7764  -3.8805  -3.5393  0.227
H  2.2902  3.5938  0.0241  0.323
H  1.8661  0.7589  -5.1860  0.376
H  -7.4511  -4.8192  -2.0151  0.366
H  -2.7311  3.4701  -2.5629  0.434
H  1.1948  -7.3903  -0.5955  0.446
H  6.0389  -3.9448  2.2255  0.348
H  3.9779  2.8531  -3.1077  0.411
H  -4.0714  -4.7058  -4.6295  0.363
H  -1.5774  5.5335  -1.9365  0.528
H  0.4453  7.8280  1.2013  0.280
H  -0.3744  6.2896  2.9453  0.482
H  -4.3329  7.7803  3.5306  0.370
H  -0.7425  -2.4913  -2.3507  -0.305

Properties
Net charge   -2
ΔE to the lowest compared entry with this formula, charge and spin   47.62 kcal/mol
Total energy   -7042.1246 Eh